(1)
Density functional theory data (ωB97M-V/def2-TZVPD) for the molecule C18H18FN7O4S at a distorted geometry.

For the total energy, the calculation gives -1878.97333 Eh. The value obtained for the energy relative to the best compared isomer or geometry (same formula, charge and spin) is 0.0 kcal per mole. The charge is 0. The SMILES is C[C@H](CO)n1nnnc1-c1cccc(NC(=O)c2cc3c(cc2F)CN(C)S3(=O)=O)n1. Its orbital gap is 8.36 eV.

Last column: natural (NBO) charge in e.
CARTESIAN COORDINATES (ANGSTROEM)
C 4.574 2.352 -1.310  -0.6256
C 4.038 1.230 -0.409  -0.0774
C 3.743 1.679 1.051  -0.0622
O 4.892 2.363 1.536  -0.7230
N 5.056 0.168 -0.278  -0.1849
N 6.373 0.450 -0.186  -0.0786
N 6.946 -0.644 0.159  -0.0553
N 6.035 -1.647 0.237  -0.2935
C 4.861 -1.176 0.005  0.2970
C 3.584 -1.957 0.040  0.1648
C 3.701 -3.372 -0.001  -0.2164
C 2.604 -4.199 -0.186  -0.1621
C 1.384 -3.594 -0.332  -0.2514
C 1.274 -2.188 -0.241  0.3773
N 0.173 -1.408 -0.335  -0.6004
C -1.166 -1.730 -0.168  0.6605
O -1.466 -2.876 0.195  -0.5890
C -2.214 -0.699 -0.170  -0.2168
C -3.525 -0.993 0.339  -0.1266
C -4.541 -0.112 0.118  -0.2574
C -4.349 1.101 -0.497  0.0050
C -3.082 1.468 -0.887  -0.2806
C -2.028 0.578 -0.715  0.4492
F -0.818 0.992 -1.136  -0.3198
C -5.656 1.862 -0.664  -0.2760
N -6.610 1.455 0.333  -0.5947
C -6.461 2.120 1.638  -0.4355
S -6.329 -0.291 0.445  2.2158
O -6.905 -0.960 -0.712  -0.8980
O -6.599 -0.879 1.756  -0.8917
N 2.368 -1.427 -0.077  -0.4726
H 4.591 2.072 -2.357  0.2186
H 5.597 2.663 -1.092  0.2394
H 3.931 3.252 -1.244  0.2232
H 3.118 0.815 -0.840  0.2420
H 3.463 0.833 1.701  0.1754
H 2.894 2.372 1.081  0.1844
H 5.687 1.898 1.244  0.4774
H 4.664 -3.836 0.069  0.2380
H 2.701 -5.269 -0.315  0.2320
H 0.488 -4.174 -0.527  0.2500
H 0.404 -0.424 -0.370  0.4276
H -3.730 -1.974 0.716  0.2649
H -2.963 2.468 -1.245  0.2349
H -5.422 2.925 -0.590  0.2258
H -6.024 1.683 -1.715  0.2470
H -6.668 3.192 1.504  0.2129
H -5.442 2.072 2.027  0.1857
H -7.148 1.769 2.407  0.2408

(2)
Density functional theory data (ωB97M-V/def2-TZVPD) for the molecule C3H5NO2.

For the total energy, the calculation gives -322.51122 Eh. The value obtained for the energy relative to the best compared isomer or geometry (same formula, charge and spin) is 39.6 kcal per mole. The charge is 0. The SMILES is [H]/N=C/OCC=O. Its orbital gap is 10.58 eV.

Last column: natural (NBO) charge in e.
CARTESIAN COORDINATES (ANGSTROEM)
H -1.773 0.295 1.858  0.3649
N -1.020 0.175 1.187  -0.7163
C -1.426 0.367 0.008  0.4179
O -0.644 0.232 -1.071  -0.4904
C 0.766 0.121 -0.871  -0.1814
C 1.262 -0.674 0.328  0.4259
O 2.263 -0.336 0.911  -0.5267
H -2.434 0.648 -0.308  0.1601
H 1.221 1.115 -0.825  0.2056
H 1.120 -0.391 -1.772  0.2150
H 0.746 -1.624 0.548  0.1255

(3)
Density functional theory data (ωB97M-V/def2-TZVPD) for a structure of composition C2H3N3OS at a distorted geometry.

For the total energy, the calculation gives -715.58933 Eh. The value obtained for the energy relative to the best compared isomer or geometry (same formula, charge and spin) is 67.1 kcal per mole. The charge is 0. Its orbital gap is 7.61 eV.

Last column: natural (NBO) charge in e.
CARTESIAN COORDINATES (ANGSTROEM)
C -0.997 0.388 0.287  -0.0293
C 0.739 -0.491 -0.019  0.7402
N -1.052 0.157 -2.051  -0.2904
N -1.254 0.607 -0.898  -0.1116
N 1.168 -0.546 1.231  -0.8460
O 1.073 -0.698 -1.112  -0.4817
S -1.304 0.630 1.887  -0.1456
H -0.843 0.846 -2.767  0.3449
H 0.358 -0.222 1.848  0.3948
H 2.113 -0.671 1.595  0.4248

(4)
Density functional theory data (ωB97M-V/def2-TZVPD) for a cluster of 2 separate species, C3H11N in total at a distorted geometry.

For the total energy, the calculation gives -175.63436 Eh. The value obtained for the energy relative to the best compared isomer or geometry (same formula, charge and spin) is 5.6 kcal per mole. The charge is 0. The SMILES is CCC.N. Its orbital gap is 11.18 eV.

Last column: natural (NBO) charge in e.
CARTESIAN COORDINATES (ANGSTROEM)
C 1.143 0.354 2.176  -0.6037
C 1.370 -0.788 1.197  -0.3988
C 1.521 -2.173 1.877  -0.6146
H 2.040 0.482 2.796  0.1964
H 0.974 1.309 1.691  0.2099
H 0.353 0.111 2.880  0.2017
H 0.491 -0.818 0.544  0.1890
H 2.141 -0.607 0.448  0.1996
H 0.955 -2.920 1.329  0.2142
H 1.005 -2.095 2.846  0.1972
H 2.541 -2.400 2.171  0.2092
N -3.407 2.327 -4.632  -1.0844
H -4.007 2.207 -5.435  0.3632
H -3.759 2.861 -3.851  0.3665
H -3.213 1.383 -4.327  0.3547

(5)
Density functional theory data (ωB97M-V/def2-TZVPD) for the molecule C5H11NO.

For the total energy, the calculation gives -327.09686 Eh. The value obtained for the energy relative to the best compared isomer or geometry (same formula, charge and spin) is 21.6 kcal per mole. The charge is 0. The SMILES is CNC(=O)C(C)C. Its orbital gap is 10.42 eV.

Last column: natural (NBO) charge in e.
CARTESIAN COORDINATES (ANGSTROEM)
C -2.245 1.040 -0.479  -0.4096
N -1.022 0.765 -1.249  -0.6595
C 0.007 0.823 -0.280  0.7184
O 0.395 1.879 0.174  -0.5624
C 0.499 -0.532 0.194  -0.3297
C 1.648 -0.875 -0.754  -0.5972
C 0.902 -0.534 1.662  -0.6002
H -2.024 0.831 0.576  0.1781
H -3.065 0.391 -0.802  0.2019
H -2.515 2.093 -0.556  0.2118
H -1.080 -0.167 -1.647  0.3585
H -0.317 -1.255 0.048  0.1984
H 2.447 -0.138 -0.632  0.2200
H 1.324 -0.844 -1.801  0.2095
H 2.049 -1.868 -0.549  0.2137
H 1.329 -1.506 1.933  0.2082
H 1.636 0.252 1.859  0.2277
H 0.031 -0.353 2.304  0.2125

(6)
Density functional theory data (ωB97M-V/def2-TZVPD) for a structure of composition C16H17CoN3O6Se at a distorted geometry.

For the total energy, the calculation gives -5019.57544 Eh. The value obtained for the energy relative to the best compared isomer or geometry (same formula, charge and spin) is 27.6 kcal per mole. The charge is 0. Its orbital gap (spin up / spin down) is 7.87 / 7.69 eV. The spin multiplicity is 4.

Last column: Löwdin spin population.
CARTESIAN COORDINATES (ANGSTROEM)
Co 1.061 0.556 -1.458  1.1565
O 3.229 0.609 -2.865  0.3463
N 2.378 -0.011 -2.312  0.4454
N 1.152 -0.630 -0.173  0.6609
C 0.599 -1.308 0.714  0.0967
C 0.197 -2.716 0.429  0.0460
C 0.801 -3.727 1.169  0.0052
C 0.516 -5.048 0.880  0.0028
C -0.398 -5.359 -0.113  0.0016
C -1.020 -4.345 -0.823  0.0012
C -0.711 -3.019 -0.574  0.0054
C 0.485 -0.915 2.134  0.0428
C -0.552 -1.424 2.912  0.0005
C -0.583 -1.166 4.270  0.0028
C 0.418 -0.412 4.859  -0.0048
C 1.417 0.142 4.074  0.0013
C 1.444 -0.087 2.711  0.0006
H 1.503 -3.478 1.951  0.0002
H 1.011 -5.833 1.430  0.0004
H -0.621 -6.391 -0.337  0.0001
H -1.737 -4.590 -1.591  0.0001
H -1.192 -2.228 -1.126  0.0001
H -1.339 -2.002 2.454  0.0001
H -1.380 -1.574 4.873  0.0004
H 0.420 -0.251 5.927  -0.0003
H 2.185 0.740 4.538  0.0004
H 2.219 0.338 2.091  0.0017
O -2.371 2.014 -1.750  0.0077
Se -1.527 0.893 -1.038  0.0036
O -2.344 0.007 -0.037  0.0039
O -0.708 -0.048 -2.155  0.0947
O -0.163 1.558 -0.342  0.0600
C -1.302 4.779 -3.299  0.0000
N -0.277 4.003 -2.653  -0.0002
C 0.224 4.536 -1.409  -0.0003
C 0.084 2.821 -3.094  0.0019
O 0.996 2.131 -2.606  0.0139
H -0.938 5.793 -3.473  0.0000
H -2.192 4.820 -2.668  0.0000
H -1.570 4.325 -4.249  0.0000
H 0.802 5.443 -1.592  0.0000
H 0.844 3.788 -0.919  -0.0002
H -0.619 4.773 -0.760  0.0001
H -0.439 2.490 -4.000  0.0006

(7)
Density functional theory data (ωB97M-V/def2-TZVPD) for the molecule CH6N2O2SSi at a distorted geometry.

For the total energy, the calculation gives -989.33786 Eh. The value obtained for the energy relative to the best compared isomer or geometry (same formula, charge and spin) is 43.7 kcal per mole. The charge is 0. Its orbital gap is 10.31 eV.

Last column: natural (NBO) charge in e.
CARTESIAN COORDINATES (ANGSTROEM)
C -1.033 1.275 0.160  0.2057
N -1.470 1.590 -1.090  -0.7941
N -0.571 1.992 1.070  -0.6819
O -2.891 -0.492 0.088  -0.9559
O -0.488 -1.055 -0.010  -1.0765
Si -0.562 -2.598 -0.596  1.1830
S -1.653 -0.275 0.819  1.5478
H -0.805 2.234 -1.608  0.3894
H -1.724 0.830 -1.598  0.3888
H -0.066 2.898 0.815  0.3491
H 0.681 -3.208 -0.022  -0.1948
H -0.451 -2.326 -2.043  -0.1914
H -1.628 -3.570 -0.219  -0.1692

(8)
Density functional theory data (ωB97M-V/def2-TZVPD) for the molecule C4H7NO2.

For the total energy, the calculation gives -361.83860 Eh. The value obtained for the energy relative to the best compared isomer or geometry (same formula, charge and spin) is 26.5 kcal per mole. The charge is 0. The SMILES is [H]/N=C1/CO[C@H](C)O1. Its orbital gap is 11.13 eV.

Last column: natural (NBO) charge in e.
CARTESIAN COORDINATES (ANGSTROEM)
H 2.655 1.539 0.155  0.3516
N 2.531 0.612 -0.254  -0.6823
C 1.398 0.145 0.034  0.5341
C 0.841 -1.197 -0.396  -0.1591
O -0.352 -1.323 0.361  -0.5156
C -0.758 -0.028 0.745  0.3789
C -1.757 0.592 -0.210  -0.6558
O 0.443 0.751 0.792  -0.5039
H 0.654 -1.215 -1.478  0.1956
H 1.515 -2.024 -0.157  0.2193
H -1.154 -0.077 1.760  0.1727
H -2.066 1.591 0.117  0.2247
H -2.655 -0.031 -0.272  0.2257
H -1.293 0.664 -1.196  0.2140

> What is the energy relative to the best compared isomer or geometry (same formula, charge and spin) in the eighth record?

26.5 kcal per mole